Molecular formula: C26H23BaNS2Te2
Method: DFT, ωB97M-V with the def2-TZVPD basis set

Computed properties:
F_max ... 0.55 eV Å⁻¹
HOMO ... 0.15 eV
Calculated total energy ... -2417.2044 a.u.
E_LUMO ... 3.46 eV
ΔE to the lowest compared entry with this formula, charge and spin ... 6.9 kcal/mol
Net charge ... -2
Molecular weight ... 806.14 Da

Positions of all 55 atoms, in Å:
1 H 6.9039 -2.5897 3.0517
2 H 0.7092 1.3818 5.6371
3 H 1.8220 4.7914 0.8945
4 C 0.4433 1.3891 4.5892
5 H 3.9102 2.2495 4.5505
6 C 3.5308 2.8323 3.7220
7 H -4.0318 -0.7946 1.7904
8 Te -1.8764 -2.0579 0.8017
9 H -0.0557 -4.4687 -1.6952
10 H 1.7568 5.6984 3.2254
11 S -0.4686 1.3116 0.1524
12 C 2.9788 3.0868 1.4107
13 C 0.9160 0.4069 3.7425
14 C -0.5838 2.3854 2.6771
15 C 3.8215 0.0341 -0.3423
16 H -0.6718 3.2299 4.6384
17 H 1.5579 -0.3851 4.1153
18 C 5.9959 1.0333 3.9656
19 H -2.7693 -0.9106 3.0588
20 H 2.8114 4.3452 5.0377
21 C 2.3210 4.2644 1.7018
22 C 4.0525 0.5274 0.7742
23 Ba 1.5702 -1.1209 -0.0034
24 C -2.9708 -0.7059 2.0101
25 H -2.5738 -3.8838 2.6847
26 N 0.6600 0.3677 2.4330
27 H 5.2481 -1.3831 1.7285
28 H 7.4559 0.8718 5.5091
29 H -2.6011 0.2802 1.7362
30 C 6.9505 0.3505 4.7005
31 H -3.9128 -3.6981 1.5140
32 C 1.7829 -5.5373 -1.3487
33 C 4.3182 1.0963 2.0604
34 H 2.9739 2.7070 0.3965
35 C 2.2762 4.7740 3.0002
36 Te 3.2767 -4.0444 -1.4542
37 C 5.7009 -0.8988 2.5856
38 C -0.0922 1.3431 1.8828
39 H 8.0297 -1.5004 4.9961
40 H -2.4757 -4.6487 1.0863
41 C -0.3136 2.4098 4.0267
42 C 5.2981 0.4324 2.8849
43 C -2.8347 -3.7788 1.6342
44 S 2.1652 -7.1910 -1.0479
45 C 0.4212 -5.4163 -1.4794
46 C 2.8786 4.0207 4.0023
47 H 5.8169 2.0726 4.1993
48 C 6.6489 -1.5712 3.3285
49 C 3.6612 2.3316 2.4005
50 H -1.3724 -6.7174 -1.3971
51 C 0.5216 -7.6979 -1.0782
52 H -1.1479 3.1720 2.1963
53 C -0.2950 -6.6365 -1.3260
54 C 7.2857 -0.9686 4.4145
55 H 0.2459 -8.7287 -0.9199

=====

Molecular formula: C26H23BrN4O3V
Method: DFT, ωB97M-V with the def2-TZVPD basis set

Computed properties:
F_max ... 5.83 eV Å⁻¹
HOMO (alpha / beta) ... -9.80 / -9.83 eV
Calculated total energy ... -4967.1199 a.u.
E_LUMO (alpha / beta) ... -3.85 / -4.26 eV
Multiplicity ... 3
Net charge ... +1
Molecular weight ... 570.34 Da

Positions of all 58 atoms, in Å:
1 O 0.6193 -1.7905 -1.8100
2 H -2.3184 2.8601 0.5535
3 H -4.0543 3.9739 4.1967
4 H -1.9680 -5.0853 0.5745
5 C 2.3287 2.8673 -1.0624
6 C 3.7441 -2.4471 -0.3220
7 H 1.8306 4.9534 -0.9194
8 H -0.2888 -3.4721 -0.2213
9 H 0.5322 4.0287 2.3501
10 C 1.4852 3.9380 -0.7683
11 N -1.3350 5.2885 0.8078
12 H 5.0449 -0.1550 1.8011
13 C -0.1022 -1.8595 -4.0480
14 H 0.0848 2.9481 4.5285
15 O 2.7512 -0.7924 1.0712
16 C -3.0553 3.9821 3.7831
17 C -3.1588 -4.5681 -2.5604
18 C 1.9127 1.5693 -0.8569
19 H -3.5920 5.0997 2.0256
20 C -1.8506 0.8072 0.7488
21 H 3.8629 -2.0566 -1.3472
22 C -0.9035 -0.1886 0.5122
23 C 0.2240 3.7906 -0.2222
24 H 5.8574 -1.3044 0.7896
25 C -0.1931 -2.2938 -2.6258
26 C -1.1039 -3.7711 -0.8670
27 C -1.1814 -3.2497 -2.1668
28 N 0.2627 0.0783 -0.0441
29 C -0.4741 4.0066 2.7478
30 H 2.1339 -3.8443 -0.8434
31 H -2.8227 0.5438 1.1409
32 H 2.2223 -3.4161 0.8828
33 C -1.5509 2.1109 0.4473
34 O 2.6263 0.5045 -1.1599
35 H -1.1143 -1.2259 0.7435
36 H -3.9649 -4.8700 -3.2151
37 C -2.2205 -3.6585 -3.0098
38 C -0.7212 3.4011 3.9673
39 H 0.7772 -1.2350 -4.1816
40 C 3.8200 -1.3050 0.6810
41 H -0.9876 -1.2795 -4.3176
42 H -3.7905 -5.8194 -0.9378
43 C 2.3411 -3.0439 -0.1332
44 H 3.3145 3.0374 -1.4751
45 V 1.6715 -1.1558 -0.6393
46 Br -2.3642 2.4731 6.0913
47 C -0.2568 2.4611 0.0001
48 C -1.5166 4.6004 2.0338
49 H -0.0434 -2.7213 -4.7123
50 C -2.0154 3.3684 4.4639
51 H -2.3088 -3.2562 -4.0103
52 N 5.0000 -0.9107 1.1355
53 N -0.4644 5.0065 -0.0318
54 C 0.6123 1.3828 -0.2827
55 H 4.5649 -3.1483 -0.1622
56 C -3.0660 -5.0904 -1.2762
57 C -2.7963 4.6173 2.5800
58 C -2.0406 -4.6847 -0.4277

=====

Molecular formula: C26H23ClEuN6O4S2
Method: DFT, ωB97M-V with the def2-TZVPD basis set

Computed properties:
F_max ... 2.86 eV Å⁻¹
HOMO (alpha / beta) ... -6.42 / -7.02 eV
Calculated total energy ... -3600.9989 a.u.
E_LUMO (alpha / beta) ... -0.03 / -0.04 eV
Multiplicity ... 8
Net charge ... 0
Molecular weight ... 735.06 Da

Positions of all 63 atoms, in Å:
1 C 2.3420 1.8881 -1.8723
2 C 5.4144 2.0825 0.2806
3 C -0.4600 -5.1543 -0.1464
4 H -2.2817 -0.6488 4.9385
5 H 4.1005 -4.3626 -0.0027
6 N -0.9510 -1.0727 0.4746
7 Eu 1.0799 0.3035 0.9915
8 H 7.0350 3.4444 -0.0335
9 O 3.5388 0.6297 0.6441
10 H -2.4421 3.7300 2.5028
11 H -4.1904 -1.4769 -0.6283
12 H -5.1224 -1.3717 -3.0766
13 H 0.2356 3.2136 2.5634
14 C 0.7033 -4.3145 -0.0960
15 O 1.4827 1.3604 -1.1026
16 N -1.8875 0.1569 4.4413
17 C 5.8520 3.0864 -1.9114
18 C -2.8141 1.1672 -3.1470
19 S 0.5669 -0.8511 3.8147
20 C -1.7183 -4.6483 0.0492
21 C 4.1323 1.5078 -0.1311
22 C 6.1759 2.8749 -0.5195
23 C -1.9300 -3.3226 0.5322
24 H 2.0156 2.4350 -2.8092
25 C 2.0258 -4.8054 -0.0343
26 H 1.2460 2.3744 3.6295
27 C 2.8238 -2.6536 0.5473
28 H -0.1656 -6.2120 -0.0681
29 C -4.1375 0.2328 -5.1006
30 C -0.6070 0.3134 3.9523
31 C -2.2594 0.9810 -1.8659
32 H 2.1298 -5.8799 -0.1297
33 C 0.5360 -2.9249 0.1858
34 H 5.7557 1.7959 1.2894
35 H -3.2704 0.6096 -5.6077
36 N -0.6351 1.6532 3.5153
37 H -2.5303 2.0012 -3.8104
38 C -3.7378 0.2478 -3.6494
39 H -2.6530 -5.3271 0.0091
40 C -0.8372 -2.4015 0.4352
41 C -2.8297 0.0284 -0.9896
42 C 3.0919 -3.9765 0.2278
43 C -2.2243 3.6592 3.5962
44 Cl 7.0401 3.9880 -2.8742
45 H -1.4112 4.3104 3.8855
46 N 0.4952 2.2827 2.9162
47 H -4.3844 -0.7961 -5.3384
48 N -2.6020 1.3210 4.4088
49 S -2.2009 -0.0876 0.6452
50 C -4.3381 -0.6983 -2.7419
51 C 4.6268 2.7462 -2.3163
52 H 4.2581 2.9249 -3.2985
53 H -3.1802 3.8446 4.0991
54 C -1.8412 2.2481 3.9478
55 C 3.7132 2.0189 -1.4772
56 O -3.2234 -0.5722 1.5358
57 H -2.8938 -2.8011 0.7019
58 O -1.4609 1.1517 0.9458
59 C -3.8618 -0.7954 -1.4377
60 H -1.4717 1.6348 -1.5375
61 H -5.0086 0.8971 -5.2982
62 H 3.5532 -1.8562 0.8338
63 N 1.5925 -2.1345 0.5113

=====

Molecular formula: C26H23F16NO4
Method: DFT, ωB97M-V with the def2-TZVPD basis set

Computed properties:
F_max ... 2.07 eV Å⁻¹
HOMO ... -8.98 eV
Calculated total energy ... -2958.0680 a.u.
E_LUMO ... -1.03 eV
Net charge ... 0
Molecular weight ... 717.44 Da

Positions of all 70 atoms, in Å:
1 F -3.5955 3.5318 6.1773
2 O -4.8861 2.1926 1.9148
3 F 6.5168 -2.5269 1.9951
4 H -3.7003 3.7823 1.7685
5 H 1.8009 -1.1622 -3.7792
6 C 4.1027 -0.7088 -2.5313
7 H -2.2793 2.7277 4.9230
8 F -6.3431 1.1752 4.1494
9 F -5.0115 0.2023 1.0358
10 C 6.0327 -4.0587 0.2444
11 C -2.2821 3.7977 -2.6731
12 C -3.9619 2.0916 -1.8270
13 F 6.5632 -1.7777 -0.0477
14 F 4.7158 -3.7990 0.1676
15 N -3.7171 -0.3295 -4.4108
16 C -3.9553 -0.7832 -3.2532
17 H 2.2376 3.5811 -2.4806
18 F -3.8969 0.4198 2.8727
19 H 4.3495 -1.3497 -3.3796
20 H 3.7302 -1.3027 -1.6864
21 C 1.0419 2.0977 -3.3772
22 F 6.0567 -4.7279 3.6804
23 H -0.0171 0.4421 -4.2546
24 O -4.0611 4.3939 -1.1671
25 H -4.6945 -1.5865 -3.1694
26 H -7.1576 0.7892 2.3821
27 F 6.4371 -4.3551 -1.0106
28 H -2.2621 -0.8239 -1.9967
29 C -1.5738 1.6315 -1.9146
30 C 3.1915 1.6217 -2.4984
31 C -3.4953 3.5318 -1.8109
32 C -1.3285 2.8736 -2.7473
33 C -0.1036 3.0632 -3.6402
34 H 7.9090 -3.0566 0.6882
35 H 0.2100 4.1097 -3.6706
36 C 0.8855 0.7856 -3.7526
37 H -2.8536 2.3979 2.3696
38 C 5.2251 -5.8029 1.7510
39 H 5.5816 -6.8219 1.8985
40 H 5.0177 -0.2350 -2.1631
41 C 4.9312 -5.2714 3.1701
42 F 3.6276 -3.9631 4.6346
43 F -3.3737 4.7908 3.8034
44 O -0.7325 1.0525 -1.2593
45 F 4.6448 -6.3617 3.9369
46 H 2.8178 -4.7740 3.0107
47 H -5.0156 1.8275 -1.7835
48 C -3.9764 3.5696 3.8509
49 F -6.3258 -0.8076 3.2489
50 F -3.9004 1.6098 5.2179
51 C -3.0223 1.1550 -1.8971
52 C 1.8828 -0.1180 -3.4959
53 C 3.7532 -4.3063 3.3306
54 H -2.9957 0.3966 -4.3486
55 F -5.2903 3.7968 4.0665
56 F 3.9325 -3.1666 2.6400
57 H -3.7313 -0.7381 -1.0694
58 H 4.0761 1.9868 -1.9850
59 H 4.3184 -5.9016 1.1545
60 C 6.8375 -2.8508 0.7290
61 H -0.4620 2.8428 -4.6581
62 C 3.0248 0.3145 -2.8490
63 C -6.2837 0.5175 2.9780
64 C -3.3615 2.8298 5.0425
65 O 6.2769 -5.1825 1.0144
66 C -4.9942 0.8496 2.2243
67 H -2.2258 4.7416 -3.2104
68 C -3.7949 2.9399 2.4541
69 C 2.1845 2.5327 -2.7579
70 C -3.2513 -0.3439 -1.9696